# 1
ORCA calculation (ωB97M-V/def2-TZVPD) on C40H37BrN7NiOS5 as an isolated structure.

## Properties
**Net charge**: +1
**Spin multiplicity**: 1
**Kohn-Sham gap (alpha / beta)**: 6.8229 / 6.8250 eV

Structure (XYZ):
```
92
Properties=species:S:1:pos:R:3:forces:R:3
H -3.478525 -0.784961 -0.109548 -0.06 -0.09 -0.06
C 0.223967 -0.930200 -3.323936 -0.11 0.00 0.05
C 2.219772 -4.378567 2.405134 -0.06 -0.05 -0.04
H 0.853996 -1.828298 -5.232714 0.01 -0.02 0.00
C -0.973310 5.049561 1.036091 0.00 -0.01 -0.05
H 2.245441 3.668089 -0.934301 -0.05 0.00 -0.03
C -0.588559 0.122466 4.636291 0.02 -0.01 -0.01
H 1.876581 2.404821 2.611577 -0.01 -0.03 0.00
C 1.891192 3.027620 -0.124144 0.09 -0.02 -0.02
H 0.323706 5.829271 -1.414762 -0.06 0.02 -0.02
S -3.723321 -1.264455 -3.648856 -0.03 -0.05 -0.06
H -4.544213 -1.615805 2.511487 -0.01 0.01 0.00
N 0.042342 0.965654 1.040917 0.01 0.10 -0.31
C -1.725805 2.661939 0.492280 -0.06 0.03 -0.11
S 0.975307 -4.375795 -1.653059 0.08 0.10 -0.01
C -0.720078 0.717235 3.385283 -0.20 -0.15 0.11
C 0.372495 -0.850248 4.834923 -0.02 0.07 -0.07
H 2.243574 -0.702890 -0.238109 0.01 0.07 -0.06
H -1.682291 -4.749520 -4.033708 0.00 0.01 0.00
H -4.861733 -1.100717 -1.054095 0.00 -0.01 0.00
C -3.122859 -0.868221 -2.080471 -0.07 0.02 0.13
H -2.483880 -3.491872 -1.881509 0.00 0.03 -0.07
C 0.276637 -4.852638 -3.136290 -0.03 0.02 -0.02
C -2.014609 -2.953996 0.766695 -0.01 0.15 -0.04
C -4.302870 -3.522262 1.532531 0.00 0.02 0.01
H 1.866226 1.989574 -0.464898 -0.04 -0.03 0.01
O -0.097056 -1.618806 0.199299 0.22 -0.38 0.02
H 1.356167 -5.484036 4.099163 0.00 0.02 0.00
H -2.571829 2.371522 1.105695 0.05 -0.05 0.05
C -1.617191 4.139545 0.014232 0.06 -0.04 0.08
S -3.073071 -4.303802 0.640035 -0.03 0.01 -0.03
H 0.209866 3.042066 -4.701897 0.04 0.00 0.01
H 2.643499 1.140753 1.648189 0.02 -0.02 0.00
H 3.648153 2.195808 2.702893 -0.02 -0.03 0.04
H 0.859865 -5.399280 -3.860100 0.00 0.00 -0.01
Br 0.572153 -1.658252 6.533260 -0.01 -0.02 0.01
C -0.329201 2.351976 1.119690 0.11 0.11 0.30
H 4.254975 1.906335 -0.221067 0.04 -0.02 0.01
H -1.900128 -1.477256 -5.288596 0.01 0.01 0.00
N 2.840779 -0.463059 -1.032515 0.06 0.02 0.00
H 5.067775 2.881583 1.043622 0.03 0.00 -0.02
H -0.837473 1.346899 -3.254231 0.04 -0.03 0.01
H 3.276290 -4.506620 2.593065 0.01 -0.01 0.00
C -1.036533 -4.506475 -3.201672 0.02 -0.01 -0.01
C 0.354902 4.564772 -3.107203 0.06 -0.10 -0.03
H -1.484571 5.842535 1.560783 -0.01 -0.01 0.02
C -0.423180 3.828277 -0.897540 0.10 -0.12 0.02
C 0.094849 0.352059 2.309414 0.27 0.00 -0.02
N -0.807174 2.572470 -1.549282 -0.43 0.35 -0.19
H -1.524670 1.434769 3.262979 0.07 0.03 -0.06
N 0.816618 -0.470183 -2.179690 0.23 0.12 0.08
C -3.924023 -2.272885 1.918259 0.02 -0.04 0.05
H 1.949715 -1.997643 3.931373 -0.06 -0.01 0.02
S 2.689357 -1.342810 -3.663614 0.00 -0.04 -0.04
H -2.505295 4.511421 -0.492919 0.00 0.04 0.00
H 4.466643 3.663379 -0.446328 0.03 -0.01 -0.01
H -0.324300 2.690173 2.157669 -0.10 -0.02 -0.06
C 4.296435 2.871965 0.278763 -0.11 0.00 0.04
C 0.114004 4.851629 -1.828158 -0.05 0.02 0.04
C -2.109615 -1.242213 -4.259272 -0.02 0.01 -0.03
C 1.196392 -1.233382 3.787233 0.09 -0.10 -0.01
N -3.935396 -0.709921 -1.011535 0.00 0.23 -0.18
C -1.468025 1.803031 -0.704496 0.39 -0.44 -0.07
C 0.318012 -3.662232 1.267890 0.03 0.12 0.07
C 1.684241 -3.669616 1.297188 -0.01 -0.02 0.02
C 2.086426 -0.688380 -2.179401 -0.06 -0.06 0.03
C 1.073969 -1.400287 -4.269586 0.00 -0.03 0.04
H 1.012721 5.152663 1.856353 -0.02 -0.03 0.04
N -1.824400 -0.709231 -2.027503 0.08 -0.14 -0.04
H 2.959035 4.032849 1.315908 0.02 0.00 -0.02
C -1.467277 -3.821139 -2.033449 -0.02 -0.01 -0.01
C 0.306525 4.701648 1.169127 0.01 0.01 -0.08
H 2.290438 -3.182345 0.546924 0.01 0.06 -0.01
C 2.772800 2.135160 2.060972 -0.04 0.09 -0.07
C -0.501815 2.302104 -2.893438 0.12 -0.04 0.18
C 0.047790 3.246227 -3.653722 0.02 0.07 -0.05
H -5.233672 -4.028504 1.732207 -0.01 0.00 0.00
C -0.569940 -2.923285 0.255502 -0.05 0.15 -0.02
H -2.090801 -1.037586 1.726450 0.09 0.08 0.04
H 3.697199 -1.000042 -1.008740 -0.01 0.00 0.00
C 1.243193 -4.895569 3.203047 0.05 0.01 -0.01
H -1.246039 0.414820 5.443878 0.01 -0.01 0.01
H 0.765653 5.318519 -3.765495 -0.03 0.01 -0.02
C 0.523628 3.454243 0.333164 0.08 0.01 0.10
C -0.488726 -3.650839 -1.098457 -0.04 -0.03 0.02
S -0.311327 -4.518189 2.611941 0.00 0.00 0.05
C 1.056460 -0.636775 2.549300 -0.14 0.10 0.12
C -1.240597 -0.953035 -3.271360 0.04 -0.02 0.02
H 1.684747 -0.952339 1.732592 0.04 -0.07 -0.02
C -2.609559 -1.950895 1.478445 0.09 -0.19 0.25
N 2.968885 3.090005 0.926496 0.02 0.06 -0.01
Ni -0.836429 -0.010058 -0.434514 -0.79 0.27 -0.05
```
Positions in Å, forces in eV/Å.

Mulliken atomic charge list, values in e, 5 entries:
1 H -0.228
2 C -0.526
3 C -1.156
4 H 0.469
5 C -1.685


# 2
ORCA calculation (ωB97M-V/def2-TZVPD) on C40H37N3O6PRb as an isolated structure.

## Properties
**Net charge**: -2
**Spin multiplicity**: 1
**Kohn-Sham gap**: 6.1474 eV

Structure (XYZ):
```
88
Properties=species:S:1:pos:R:3:forces:R:3
C -1.825921 -5.445532 1.708468 0.00 0.01 -0.08
C -3.641732 -1.195603 -0.110879 -0.01 -0.03 -0.02
H -4.160219 0.729698 -3.405118 0.01 0.01 0.00
H 6.449808 -1.071394 -2.965637 -0.02 -0.03 -0.01
C -0.183460 -2.166282 2.584801 -0.36 -0.53 -0.03
P -0.859224 -1.372240 -0.329105 -0.20 -0.32 -0.21
Rb 1.014376 0.841275 1.421100 -0.65 0.60 0.04
H -0.829877 3.447615 -5.417766 0.00 0.00 0.00
C -2.759344 -0.272873 -2.135383 0.02 0.04 -0.06
O 0.244866 -1.057502 4.438571 -0.15 -0.10 0.04
H 4.829051 -0.123101 -1.661149 -0.01 -0.01 -0.06
C -2.629855 4.297055 -4.610751 0.02 -0.04 0.05
C -1.910781 3.017283 -2.225631 -0.02 -0.02 0.12
H -1.717137 -0.160859 3.063793 0.07 0.03 -0.01
O 7.530393 0.216131 -1.746081 0.06 0.05 -0.13
C 0.243338 -2.791912 -4.095098 0.04 0.03 0.05
O -1.406562 0.609995 5.542721 -0.08 -0.11 0.03
O 3.241931 0.063723 0.343294 0.63 -0.08 -0.31
C -0.536986 -2.402756 -3.015412 -0.02 -0.03 0.00
H 4.627411 1.606977 4.862295 0.00 0.00 -0.01
C -1.112510 2.903357 -3.358574 -0.05 0.04 -0.13
C -3.438111 4.405605 -3.482609 0.04 -0.04 0.04
C -2.116525 0.821560 3.289845 -0.08 0.19 -0.20
H 8.381298 0.912586 0.549489 0.00 0.00 0.00
C -2.010373 1.279138 4.542953 -0.06 0.04 -0.04
C -4.029058 0.166898 -2.488240 0.03 -0.05 0.05
H -2.645722 -6.046662 -0.200676 0.00 -0.02 0.01
H 0.400744 -1.412959 2.079244 0.04 -0.27 0.01
C 1.626218 -2.658757 -4.038363 -0.04 0.00 0.01
H 3.290007 -1.997433 -2.846177 0.00 0.00 -0.01
C -1.822813 -4.069230 -0.248776 0.01 0.12 -0.01
C -0.848938 -3.226162 1.797254 0.17 0.34 0.23
C 6.944072 -0.096255 -2.991665 -0.01 -0.02 0.19
C 5.118176 0.805804 1.600964 -0.03 0.06 0.25
H -2.909890 4.791303 -5.534537 0.00 0.00 0.00
H 4.202723 -0.060015 4.495252 0.00 0.01 -0.02
C -1.181496 -4.447317 2.409221 -0.01 0.02 -0.02
N -1.783635 1.853611 1.206441 -0.28 0.06 -0.11
H -2.094908 -3.917314 -1.286870 0.02 0.02 -0.01
H 1.923183 -1.275040 -0.966649 -0.03 0.01 0.01
H -3.693266 3.838879 -1.410575 0.00 0.00 -0.02
C -3.080066 3.770813 -2.300069 -0.01 0.07 -0.04
C 7.309940 0.769549 0.523705 -0.14 -0.03 -0.02
H -6.099446 0.280032 -1.922051 0.00 0.00 0.00
C -5.111862 -0.076473 -1.653940 0.06 -0.02 0.02
H -0.840690 -0.146224 5.160729 0.13 0.05 0.02
C 5.321187 0.193529 -0.754086 0.22 0.00 0.14
H -0.919196 -4.575231 3.451708 -0.01 0.00 -0.02
H -3.618868 2.573234 5.189941 0.03 -0.05 0.02
C 2.215012 -2.123463 -2.902352 -0.05 0.02 0.03
C 4.811329 0.787058 4.168068 0.09 0.00 0.04
C -2.637904 1.599953 2.124358 0.23 -0.08 0.06
H -2.038458 2.919612 5.903485 0.02 0.01 -0.02
H -4.400650 2.035783 0.981691 0.02 -0.03 -0.01
O 3.223785 1.709655 2.705065 0.20 0.12 0.14
H -5.739808 -0.932137 0.216887 -0.01 0.01 0.00
H -4.354090 4.984621 -3.527419 0.00 0.01 0.00
H 6.209580 0.655743 -3.288325 -0.01 0.04 -0.02
H -2.074886 -6.376216 2.206891 0.00 -0.01 -0.01
C -2.547497 -0.974847 -0.950323 0.03 0.01 0.20
C 6.681151 0.389645 -0.676411 -0.17 -0.07 -0.06
O -0.522392 1.482883 -1.084204 0.14 0.21 0.14
C -4.911241 -0.755155 -0.458405 0.07 0.00 -0.05
N -2.251255 2.540860 0.086000 0.26 -0.17 0.04
H -4.693509 1.206443 2.545687 -0.02 0.02 -0.02
C -1.489390 2.278426 -0.963263 -0.09 -0.04 -0.22
C 4.309699 1.158636 2.785730 0.17 -0.07 -0.24
H -1.614564 -2.495604 -3.083427 0.01 -0.01 0.03
H 2.236837 -2.960115 -4.881827 0.01 0.00 0.00
H -4.293500 2.924271 2.502908 0.01 -0.01 -0.02
C -1.464703 3.542831 -4.543707 -0.02 -0.02 0.09
H -2.384049 3.377625 4.221990 -0.01 -0.05 -0.01
C 1.431481 -1.723735 -1.824967 0.03 -0.04 -0.04
H -0.230711 -3.196680 -4.981995 0.01 0.00 -0.01
C -2.146139 -5.265958 0.360634 0.04 0.00 0.14
N -0.352763 -2.082717 3.862616 0.11 0.08 -0.08
H -1.914185 -0.024782 -2.766095 -0.04 -0.01 0.01
C -4.096880 1.958053 2.023799 -0.08 0.01 0.17
C 0.044500 -1.876743 -1.861067 -0.04 0.04 0.08
C 6.506790 0.956088 1.630167 0.04 -0.02 0.01
C 4.469805 0.354409 0.394208 -0.23 -0.07 0.01
H 7.753495 -0.123118 -3.718617 0.03 0.01 0.01
H 5.856976 0.485725 4.190247 -0.02 0.02 0.02
C -2.544756 2.615954 4.987562 -0.01 0.06 -0.03
H 6.978060 1.266712 2.557874 -0.01 0.01 -0.02
C -1.186593 -3.035286 0.445984 -0.01 0.03 -0.17
H -3.497254 -1.706794 0.834131 0.01 -0.02 0.01
H -0.221598 2.291827 -3.283461 0.00 0.02 0.01
```
Positions in Å, forces in eV/Å.

Mulliken atomic charge list, values in e, 5 entries:
1 C -0.439
2 C -0.552
3 H 0.352
4 H 0.300
5 C -0.455


# 3
ORCA calculation (ωB97M-V/def2-TZVPD) on C40H38AsCeF3N8O7S2Si as an isolated structure in a non-equilibrium geometry.

## Properties
**Spin multiplicity**: 1
**Kohn-Sham gap**: 5.7691 eV

Structure (XYZ):
```
101
Properties=species:S:1:pos:R:3:forces:R:3
C 1.325796 -3.610176 -2.950679 -0.33 0.51 0.30
C 0.202197 4.150521 -4.519043 0.11 -0.06 -0.12
C -1.604118 -1.230782 -2.846974 -0.27 -0.98 -0.68
C 2.134470 -4.639195 -3.355133 0.15 -0.16 0.02
H -0.171519 2.178691 2.600417 -0.08 -0.10 0.14
H 2.629227 -0.848240 2.876804 0.01 0.10 -0.02
H 5.187620 -1.648231 2.431597 0.13 0.00 0.05
C -0.222636 1.381649 3.334925 -0.15 0.66 0.25
S 2.583671 0.570102 -2.078865 4.03 0.40 -3.04
O 0.683304 -2.031655 -1.327667 -0.79 1.85 1.12
C -2.267689 -1.124312 1.668002 -0.19 -0.73 0.56
H 0.460336 -3.737647 0.911085 0.08 -0.11 -0.01
S -2.312972 -3.664930 -3.008486 0.04 0.60 0.39
C 3.473514 2.877247 -3.293083 0.15 -0.33 -0.25
C -0.578824 3.498552 -2.320188 0.05 -0.11 0.01
N 0.215575 0.188872 2.955289 -0.13 -0.11 -0.61
C 4.297083 -1.831899 1.865060 -0.25 0.16 0.33
H -5.863838 0.793606 -0.205081 0.00 0.24 -0.13
O 2.413045 0.934440 1.007160 -1.13 -0.17 -0.47
Si -3.567319 1.082614 0.826032 -1.62 1.32 -0.28
H -2.933527 2.844556 2.478838 0.23 0.12 0.07
O 3.545425 -0.011225 -1.140564 -0.64 0.08 -0.12
H 1.939370 -5.136287 -4.297512 -0.01 0.00 0.00
H 0.511776 -3.283325 -3.580175 -0.04 0.02 0.02
H -2.108077 -4.513873 3.488433 0.06 -0.04 -0.02
H -1.655938 -2.182091 -4.834371 0.00 0.06 -0.25
C -1.148012 0.118992 -3.093049 -0.08 0.56 -0.39
C -0.744150 2.201048 -2.803757 0.37 0.32 -0.84
C -3.282328 -1.477847 2.606594 0.13 0.16 -0.16
H -2.479166 -3.340093 -0.574028 -0.03 -0.08 0.32
H -3.998770 -2.949930 3.967716 -0.04 0.03 0.03
N -1.225676 1.069242 -2.195807 0.08 -0.92 0.35
O 0.015402 2.060191 0.371465 -1.60 -2.11 -0.59
C -3.223151 -2.672379 3.265514 0.05 -0.03 -0.06
N 2.207194 -1.892045 1.052866 -0.24 0.33 -0.43
C 3.198603 5.062147 -2.347715 0.08 -0.05 -0.01
C -0.377581 1.894348 -4.137158 -0.28 0.64 0.62
C -5.239649 0.187611 0.442701 0.84 0.08 0.37
H 0.555888 4.942146 -5.163716 0.04 0.00 -0.10
C -1.794344 -2.222100 -3.772880 -0.09 0.18 0.38
C 2.683454 4.495977 -1.193840 -0.14 -0.07 0.55
C 0.091022 2.864520 -5.009362 0.09 -0.03 -0.15
C 3.455717 -4.373933 -1.388290 0.06 -0.08 0.04
C 3.010908 -1.441689 2.068244 0.48 -0.04 0.39
O 1.226203 0.575233 -1.552056 -0.55 0.47 -0.24
F -0.400216 1.698367 7.594517 0.14 0.00 -0.29
H -0.300169 -1.487319 5.824638 0.05 -0.06 -0.02
H 0.693889 -4.046341 2.635538 0.12 0.00 0.01
C -0.031450 -4.065681 1.822473 -0.08 0.13 -0.16
H 0.355691 2.625403 -6.029209 0.01 0.01 -0.08
O 1.867075 3.526475 1.681281 -0.12 -0.19 -0.30
H -4.669203 2.841417 2.281613 -0.18 0.01 -0.16
C -0.105768 4.456047 -3.191842 -0.15 0.04 0.10
H 0.578702 -1.751134 3.507372 -0.05 -0.04 0.03
C -3.799610 2.196676 2.382109 0.23 -0.69 -0.55
H -5.825024 -0.046238 1.325115 -0.09 -0.08 0.23
C -3.435796 2.325430 -0.600829 0.18 -0.57 0.48
H 5.083585 -2.884889 0.196493 -0.03 -0.04 0.00
N -2.254687 -0.018164 0.944445 1.44 0.48 -0.53
C 0.191779 -0.798403 3.843602 -0.05 -0.24 0.40
C 2.655903 -3.315838 -0.955575 -0.75 0.32 -0.57
N -1.203853 -1.971496 1.485771 -0.46 0.63 -0.33
C -0.739198 0.599376 5.527827 0.11 -0.01 -0.20
C -1.183919 -3.145860 2.119123 0.20 -0.77 0.21
C -0.701324 1.642133 4.614390 0.10 -0.26 0.04
C -0.284238 -0.653896 5.139689 0.03 0.19 -0.14
H -0.380038 -5.091796 1.710338 0.00 -0.02 0.02
C 3.585485 4.251332 -3.404827 0.11 0.04 0.14
H 2.400300 5.091267 -0.332434 -0.02 0.07 -0.10
H -5.039867 -0.745620 -0.075350 0.02 -0.25 -0.13
C -2.164334 -3.546675 3.011750 0.10 0.20 -0.16
C 3.194781 -5.056706 -2.557367 0.10 -0.05 -0.06
As 1.611357 2.420114 0.504556 3.07 4.10 1.43
O 2.671964 0.071550 -3.432153 -0.40 0.05 0.82
H -0.310268 -0.018436 -5.042292 -0.07 -0.05 0.02
H 4.288581 -4.698309 -0.775153 -0.01 0.01 0.05
F -1.326038 -0.238015 7.680994 0.08 -0.21 -0.29
C 2.929250 2.323904 -2.152351 -0.55 -0.48 -0.04
H -1.029679 2.632967 4.886881 -0.03 0.09 -0.04
H -4.093227 -0.787056 2.766287 -0.11 0.06 0.08
F -2.434516 1.454267 6.949406 -0.03 -0.01 -0.33
H -4.311912 2.968564 -0.621879 -0.20 0.03 0.19
C -2.240327 -2.829057 -1.486179 -0.31 -0.81 -0.60
C 3.004184 -2.575473 0.237927 0.31 -0.15 0.24
H 3.289074 6.136660 -2.421179 0.03 0.05 0.00
H 0.027233 5.471238 -2.846405 0.01 0.04 0.05
H 3.980065 4.684261 -4.312874 0.03 0.03 -0.03
N 4.282793 -2.561113 0.708814 -0.51 0.00 -0.22
C -1.224997 0.867619 6.924668 -0.17 0.18 0.80
C 2.510887 3.119976 -1.108589 -0.41 -0.34 0.44
N -0.664522 0.562185 -4.301546 -0.09 -0.42 0.47
Ce 0.136746 -0.233040 0.072351 -2.99 -2.55 1.92
H -2.561411 2.948190 -0.477960 0.25 0.21 0.00
C 1.509341 -2.927380 -1.718513 1.52 -1.65 -0.41
H -0.775860 3.729810 -1.284232 -0.10 0.01 -0.01
H -3.354496 1.826222 -1.557979 -0.05 -0.07 -0.14
H 2.957095 0.579536 0.270192 0.68 -0.32 0.02
H 3.802881 -5.899886 -2.854601 0.06 0.04 0.02
N -1.876190 -1.606487 -1.561037 0.40 0.81 0.30
H -3.910437 1.634784 3.305742 0.03 -0.10 0.18
H 3.776414 2.206116 -4.082811 -0.01 0.06 -0.17
```
Positions in Å, forces in eV/Å.

Mulliken atomic charge list, values in e, 5 entries:
1 C -1.110
2 C -0.702
3 C -1.388
4 C -0.816
5 H 0.451


Relative energy (zero: lowest compared OMol25 entry of this formula, charge and spin) readings, ordered: 0.3154, 0.6203, 0.5804 eV